Computed, not measured: a cluster of 10 separate species, C33H78F3N3O28P4 in total at a distorted geometry, with ωB97M-V/def2-TZVPD.

The SMILES is O=C1OC[C@@H](F)O1.O=C1OC[C@@H](F)O1.O=C1OC[C@@H](F)O1.COP(=O)(OC)OC.COP(=O)(OC)OC.COP(=O)(OC)OC.COP(=O)(OC)OC.COC[C@H](C)N.COC[C@H](C)N.COC[C@H](C)N. The calculation puts the total energy at -5240.307170 a.u.

Bonds (Å) are listed after each position.
CARTESIAN COORDINATES (ANGSTROEM)
1 O 4.7890 -9.1940 -26.4685  C2 1.237
2 C 5.2708 -9.4639 -25.3615  O1 1.237, O3 1.330, O7 1.299
3 O 6.2999 -8.8082 -24.8330  C2 1.330, C4 1.419
4 C 6.2508 -8.9661 -23.4238  O3 1.419, C5 1.544, H8 1.090, H9 1.090
5 C 5.7967 -10.4378 -23.5283  C4 1.544, F6 1.325, O7 1.457, H10 1.090
6 F 5.2586 -10.6614 -22.3382  C5 1.325
7 O 4.7482 -10.3160 -24.5322  C2 1.299, C5 1.457
8 H 7.2314 -9.0922 -22.9650  C4 1.090
9 H 5.4370 -8.3821 -22.9939  C4 1.090
10 H 6.5005 -11.2310 -23.7808  C5 1.090
11 O 4.0094 -8.4652 -18.4884  C12 1.209
12 C 4.5928 -9.1949 -17.7217  O11 1.209, O13 1.382, O17 1.346
13 O 4.6477 -9.1410 -16.3423  C12 1.382, C14 1.450
14 C 5.1735 -10.3516 -15.7426  O13 1.450, C15 1.536, H18 1.090, H19 1.090
15 C 5.5823 -11.0941 -17.0240  C14 1.536, F16 1.305, O17 1.364, H20 1.090
16 F 4.9291 -12.2235 -17.0371  C15 1.305
17 O 5.2154 -10.3293 -18.0917  C12 1.346, C15 1.364
18 H 5.9325 -10.0918 -15.0046  C14 1.090
19 H 4.4564 -10.8704 -15.1066  C14 1.090
20 H 6.6039 -11.4648 -17.1077  C15 1.090
21 O 3.6228 -6.1657 -22.5971  C22 1.236
22 C 2.9304 -7.1560 -22.3356  O21 1.236, O23 1.419, O27 1.396
23 O 1.5318 -7.1821 -22.0961  C22 1.419, C24 1.430
24 C 1.1276 -8.5508 -22.1801  O23 1.430, C25 1.517, H28 1.090, H29 1.090
25 C 2.3499 -9.2696 -21.6419  C24 1.517, F26 1.321, O27 1.389, H30 1.090
26 F 2.3264 -10.4736 -22.1857  C25 1.321
27 O 3.3699 -8.4652 -22.1340  C22 1.396, C25 1.389
28 H 0.2917 -8.7104 -21.4990  C24 1.090
29 H 0.8452 -8.8401 -23.1924  C24 1.090
30 H 2.2722 -9.2529 -20.5548  C25 1.090
31 C 7.6145 -12.7546 -30.8059  O32 1.417, H39 1.090, H40 1.090, H41 1.090
32 O 7.6904 -13.0366 -29.4190  C31 1.417, P33 1.665
33 P 6.5955 -13.8755 -28.4868  O32 1.665, O34 1.487, O35 1.646, O37 1.654
34 O 6.8509 -13.7802 -27.0254  P33 1.487
35 O 5.0731 -13.4506 -28.9463  P33 1.646, C36 1.425
36 C 4.1946 -12.5395 -28.2925  O35 1.425, H42 1.090, H43 1.090, H44 1.090
37 O 6.6399 -15.4196 -29.0770  P33 1.654, C38 1.451
38 C 5.4969 -16.2671 -28.7911  O37 1.451, H45 1.090, H46 1.090, H47 1.090
39 H 8.4863 -12.8856 -31.4470  C31 1.090
40 H 7.2791 -11.7237 -30.9194  C31 1.090
41 H 6.8226 -13.3754 -31.2249  C31 1.090
42 H 3.5343 -13.1924 -27.7217  C36 1.090
43 H 3.8099 -12.0060 -29.1617  C36 1.090
44 H 4.6353 -11.7197 -27.7252  C36 1.090
45 H 4.6423 -15.6349 -28.5500  C38 1.090
46 H 5.7921 -17.0415 -28.0831  C38 1.090
47 H 5.2818 -16.8077 -29.7128  C38 1.090
48 C 7.2710 -5.7138 -21.8828  O49 1.401, H56 1.090, H57 1.090, H58 1.090
49 O 7.7651 -5.6063 -23.1896  C48 1.401, P50 1.668
50 P 9.2320 -4.8541 -23.4403  O49 1.668, O51 1.448, O52 1.644, O54 1.683
51 O 9.3152 -3.5030 -22.9259  P50 1.448
52 O 10.0926 -5.9912 -22.6214  P50 1.644, C53 1.482
53 C 11.5614 -5.8397 -22.4918  O52 1.482, H59 1.090, H60 1.090, H61 1.090
54 O 9.5794 -5.1161 -25.0664  P50 1.683, C55 1.435
55 C 9.0669 -4.3056 -26.1342  O54 1.435, H62 1.090, H63 1.090, H64 1.090
56 H 6.4048 -6.3694 -21.9720  C48 1.090
57 H 7.0632 -4.7786 -21.3629  C48 1.090
58 H 8.0657 -6.2379 -21.3521  C48 1.090
59 H 11.9676 -6.7790 -22.8671  C53 1.090
60 H 11.8432 -5.7406 -21.4436  C53 1.090
61 H 12.0812 -5.0111 -22.9727  C53 1.090
62 H 9.6281 -4.3121 -27.0686  C55 1.090
63 H 9.0614 -3.2670 -25.8034  C55 1.090
64 H 8.0359 -4.5728 -26.3661  C55 1.090
65 C 1.2792 -12.2234 -25.8213  O66 1.416, H73 1.090, H74 1.090, H75 1.090
66 O 0.2881 -11.8855 -26.7752  C65 1.416, P67 1.659
67 P 0.5494 -10.5589 -27.7370  O66 1.659, O68 1.469, O69 1.622, O71 1.649
68 O 1.8288 -10.4578 -28.4515  P67 1.469
69 O -0.7333 -10.5634 -28.7304  P67 1.622, C70 1.489
70 C -0.8843 -9.6020 -29.8573  O69 1.489, H76 1.090, H77 1.090, H78 1.090
71 O 0.4477 -9.3205 -26.6524  P67 1.649, C72 1.445
72 C 1.5954 -8.4839 -26.3884  O71 1.445, H79 1.090, H80 1.090, H81 1.090
73 H 1.6783 -13.2304 -25.9432  C65 1.090
74 H 0.6885 -12.0941 -24.9145  C65 1.090
75 H 2.1103 -11.5181 -25.8220  C65 1.090
76 H -1.1727 -10.2472 -30.6872  C70 1.090
77 H 0.0104 -9.0681 -30.1777  C70 1.090
78 H -1.6199 -8.8502 -29.5712  C70 1.090
79 H 1.6338 -8.0533 -25.3878  C72 1.090
80 H 1.4573 -7.5821 -26.9850  C72 1.090
81 H 2.5219 -8.8592 -26.8228  C72 1.090
82 C 10.5596 -8.0206 -19.6671  O83 1.416, H90 1.090, H91 1.090, H92 1.090
83 O 10.2797 -8.4317 -18.3417  C82 1.416, P84 1.672
84 P 8.7768 -9.0311 -17.9209  O83 1.672, O85 1.549, O86 1.608, O88 1.659
85 O 8.7298 -9.6439 -16.4995  P84 1.549
86 O 7.9215 -7.6855 -18.1266  P84 1.608, C87 1.359
87 C 7.5731 -6.9811 -17.0183  O86 1.359, H93 1.090, H94 1.090, H95 1.090
88 O 8.2483 -9.8564 -19.2597  P84 1.659, C89 1.384
89 C 8.8885 -11.0669 -19.4583  O88 1.384, H96 1.090, H97 1.090, H98 1.090
90 H 11.4643 -8.5917 -19.8755  C82 1.090
91 H 10.7311 -6.9484 -19.7630  C82 1.090
92 H 9.7632 -8.3649 -20.3268  C82 1.090
93 H 7.4639 -5.9180 -17.2332  C87 1.090
94 H 8.2206 -7.1962 -16.1683  C87 1.090
95 H 6.6438 -7.3883 -16.6199  C87 1.090
96 H 9.5306 -10.8868 -20.3205  C89 1.090
97 H 8.2884 -11.9369 -19.7247  C89 1.090
98 H 9.5997 -11.4505 -18.7268  C89 1.090
99 C 5.2561 -14.3636 -24.2835  O100 1.432, H105 1.090, H106 1.090, H107 1.090
100 O 4.2558 -14.5132 -23.2693  C99 1.432, C101 1.449
101 C 4.7385 -14.2396 -21.9306  O100 1.449, C102 1.554, H108 1.090, H109 1.090
102 C 3.5024 -14.1512 -20.9923  C101 1.554, C103 1.580, N104 1.501, H110 1.090
103 C 3.9431 -13.9384 -19.4903  C102 1.580, H111 1.090, H112 1.090, H113 1.090
104 N 2.7138 -15.4000 -21.2623  C102 1.501, H114 1.010, H115 1.010
105 H 5.4452 -13.2943 -24.3776  C99 1.090
106 H 4.7579 -14.6556 -25.2080  C99 1.090
107 H 6.2359 -14.7651 -24.0248  C99 1.090
108 H 5.3068 -15.1049 -21.5893  C101 1.090
109 H 5.3596 -13.3494 -22.0307  C101 1.090
110 H 2.8671 -13.3081 -21.2638  C102 1.090
111 H 3.1076 -13.8493 -18.7960  C103 1.090
112 H 4.5091 -13.0158 -19.3611  C103 1.090
113 H 4.6417 -14.6002 -18.9785  C103 1.090
114 H 3.0033 -15.5914 -22.2108  N104 1.010
115 H 3.1776 -16.1534 -20.7751  N104 1.010
116 C 8.6928 -12.7823 -23.3267  O117 1.416, H122 1.090, H123 1.090, H124 1.090
117 O 9.8544 -12.8504 -24.1340  C116 1.416, C118 1.418
118 C 10.0821 -11.9354 -25.1935  O117 1.418, C119 1.574, H125 1.090, H126 1.090
119 C 11.0848 -10.7628 -24.8796  C118 1.574, C120 1.553, N121 1.475, H127 1.090
120 C 11.2568 -9.7720 -26.0635  C119 1.553, H128 1.090, H129 1.090, H130 1.090
121 N 12.4433 -11.3185 -24.7387  C119 1.475, H131 1.010, H132 1.010
122 H 7.8669 -13.0538 -23.9843  C116 1.090
123 H 8.7046 -11.7887 -22.8788  C116 1.090
124 H 8.6691 -13.6282 -22.6397  C116 1.090
125 H 10.5235 -12.4757 -26.0310  C118 1.090
126 H 9.0613 -11.7311 -25.5166  C118 1.090
127 H 10.7252 -10.1950 -24.0215  C119 1.090
128 H 12.1489 -9.1501 -25.9895  C120 1.090
129 H 10.3215 -9.2132 -26.0974  C120 1.090
130 H 11.2528 -10.2761 -27.0299  C120 1.090
131 H 12.4021 -12.1289 -24.1373  N121 1.010
132 H 12.7773 -11.7228 -25.6019  N121 1.010
133 C 1.9385 -7.0722 -29.9459  O134 1.396, H139 1.090, H140 1.090, H141 1.090
134 O 3.3281 -6.9864 -30.0510  C133 1.396, C135 1.427
135 C 3.9308 -8.2673 -30.2310  O134 1.427, C136 1.580, H142 1.090, H143 1.090
136 C 5.4277 -7.8646 -29.9267  C135 1.580, C137 1.523, N138 1.404, H144 1.090
137 C 6.2704 -9.1330 -29.9548  C136 1.523, H145 1.090, H146 1.090, H147 1.090
138 N 5.6455 -7.1721 -28.7248  C136 1.404, H148 1.010, H149 1.010
139 H 1.7076 -6.1192 -29.4699  C133 1.090
140 H 1.7291 -7.9434 -29.3253  C133 1.090
141 H 1.3297 -7.1445 -30.8472  C133 1.090
142 H 3.6076 -9.0126 -29.5042  C135 1.090
143 H 3.8200 -8.6046 -31.2616  C135 1.090
144 H 5.7687 -7.2196 -30.7366  C136 1.090
145 H 6.1129 -9.7763 -30.8205  C137 1.090
146 H 5.9483 -9.7280 -29.1002  C137 1.090
147 H 7.3302 -8.9402 -29.7884  C137 1.090
148 H 4.8374 -6.5663 -28.7274  N138 1.010
149 H 5.4350 -7.8001 -27.9623  N138 1.010

Here are the Löwdin charges for atoms 1 to 5, given in e: 0.10, -0.56, 0.09, -0.01, -0.29